1.
{"formula": "C6H13FN3", "method": "ωB97M-V/def2-TZVPD", "multiplicity": 1, "max_force_ha_per_bohr": 0.090, "orbital_gap_ha": [0.29197, 0.29199], "charge": 1, "smiles": "CN/N=C\\[N+](F)=C/C(C)C", "relative_energy_ev": 5.502, "lumo_ev": [-4.92, -4.92], "mol_weight_g_mol": 146.19, "species": ["C", "C", "C", "C", "C", "C", "N", "N", "N", "F", "H", "H", "H", "H", "H", "H", "H", "H", "H", "H", "H", "H", "H"], "coordinates": [[1.042, 0.687, 0.475], [-1.017, -0.654, 0.153], [-2.730, 0.206, -1.295], [-3.094, -0.293, 1.161], [4.593, 0.325, -0.088], [-2.129, 0.259, 0.115], [2.278, 0.885, 0.283], [0.284, -0.477, 0.140], [3.137, 0.105, -0.289], [1.072, -1.677, -0.006], [0.536, 1.524, 0.948], [-1.134, -1.712, -0.078], [-1.848, 0.494, -1.881], [-3.614, 0.923, -1.487], [-3.038, -0.728, -1.661], [-2.694, -0.506, 2.116], [-3.585, -1.156, 0.643], [-4.092, 0.288, 1.220], [5.146, 0.126, -0.917], [4.880, 1.323, 0.179], [4.822, -0.304, 0.658], [-1.797, 1.219, 0.254], [2.982, -0.857, -0.643]]}

2.
{"formula": "C6H13GaO3", "method": "ωB97M-V/def2-TZVPD", "multiplicity": 2, "max_force_ha_per_bohr": 0.150, "orbital_gap_ha": [0.29477, 0.24337], "charge": 3, "s2": 0.754, "lumo_ev": [-14.90, -16.31], "mol_weight_g_mol": 202.89, "species": ["C", "O", "C", "C", "O", "Ga", "H", "H", "H", "H", "H", "H", "C", "C", "O", "C", "H", "H", "H", "H", "H", "H", "H"], "coordinates": [[-1.115, -2.659, 1.962], [-1.435, -2.734, 0.667], [-1.880, -1.547, 0.000], [-0.752, -0.947, -0.804], [0.364, -0.648, 0.047], [0.920, -1.604, 1.442], [-1.589, -1.865, 2.555], [-0.923, -3.639, 2.410], [-2.279, -0.830, 0.729], [-2.680, -1.850, -0.685], [-1.124, -0.025, -1.263], [-0.386, -1.659, -1.555], [1.103, 0.548, -0.206], [1.486, 1.566, 0.793], [0.332, 1.656, -0.922], [0.881, 2.588, -1.830], [2.030, 0.238, -0.718], [0.375, 1.218, 1.241], [2.178, 1.073, 1.500], [0.594, 2.261, -2.835], [0.489, 3.597, -1.634], [1.980, 2.605, -1.764], [1.432, 2.655, 0.871]]}

3.
{"formula": "C6H13InNO4S", "method": "ωB97M-V/def2-TZVPD", "multiplicity": 1, "max_force_ha_per_bohr": 0.067, "orbital_gap_ha": 0.11910, "charge": 3, "lumo_ev": -17.42, "mol_weight_g_mol": 310.06, "species": ["C", "C", "C", "O", "S", "O", "O", "C", "C", "C", "N", "O", "H", "H", "H", "H", "H", "H", "H", "H", "H", "H", "H", "H", "H", "In"], "coordinates": [[3.401, 0.811, 0.289], [2.263, -0.208, 0.600], [1.981, -1.199, -0.497], [1.092, -2.309, -0.107], [-0.358, -2.271, 0.411], [-0.379, -2.300, 1.827], [-1.234, -1.036, -0.162], [-2.528, -0.882, 0.442], [-2.806, 0.646, 0.777], [-2.603, 1.614, -0.327], [-2.450, 1.347, -1.694], [-2.611, 2.775, -0.044], [3.724, 0.875, -0.756], [3.153, 1.812, 0.621], [4.291, 0.512, 0.828], [2.599, -0.763, 1.468], [1.377, 0.348, 0.904], [1.674, -0.728, -1.424], [2.901, -1.723, -0.737], [-3.312, -1.253, -0.205], [-2.596, -1.406, 1.387], [-2.124, 0.906, 1.580], [-3.822, 0.740, 1.158], [-1.620, 0.837, -1.956], [-3.286, 1.007, -2.168], [3.273, 1.850, -2.216]]}

4.
{"formula": "C6H13MgNdO5", "method": "ωB97M-V/def2-TZVPD", "multiplicity": 5, "max_force_ha_per_bohr": 0.061, "orbital_gap_ha": [0.24618, 0.24515], "charge": 3, "relative_energy_ev": 0.429, "s2": 6.003, "lumo_ev": [-13.44, -13.64], "mol_weight_g_mol": 333.71, "species": ["O", "C", "C", "O", "C", "Mg", "H", "H", "H", "H", "H", "H", "H", "O", "C", "O", "C", "O", "C", "Nd", "H", "H", "H", "H", "H", "H"], "coordinates": [[0.842, 0.318, -1.693], [1.450, -0.148, -2.874], [1.400, -1.668, -2.941], [0.067, -2.082, -2.604], [-0.149, -3.485, -2.725], [-0.744, -0.814, -1.242], [2.505, 0.167, -2.933], [0.929, 0.276, -3.749], [2.092, -2.125, -2.215], [1.645, -2.028, -3.951], [-1.141, -3.705, -2.317], [-0.110, -3.772, -3.784], [0.618, -4.033, -2.159], [0.455, -0.643, 0.562], [1.521, -0.087, 0.101], [1.971, 1.058, 0.599], [1.462, 1.558, 1.823], [0.097, 1.871, 1.726], [-0.210, 3.067, 0.977], [-1.491, 0.300, 1.939], [2.322, -0.750, -0.245], [2.035, 2.467, 2.032], [1.608, 0.809, 2.610], [-1.296, 3.197, 1.022], [0.286, 3.918, 1.457], [0.115, 2.947, -0.065]]}

5.
{"formula": "C6H13N", "method": "ωB97M-V/def2-TZVPD", "multiplicity": 2, "max_force_ha_per_bohr": 0.046, "orbital_gap_ha": [0.09672, 0.33773], "charge": -1, "relative_energy_ev": 0.864, "s2": 0.750, "lumo_ev": [4.23, 4.14], "mol_weight_g_mol": 99.18, "species": ["C", "N", "C", "C", "C", "C", "C", "H", "H", "H", "H", "H", "H", "H", "H", "H", "H", "H", "H", "H"], "coordinates": [[-0.668, -0.006, -1.971], [-0.652, 0.142, -0.507], [-0.218, 1.556, -0.238], [0.404, 1.637, 1.134], [0.619, 0.091, 1.431], [0.388, -0.714, 0.138], [-0.194, -2.100, 0.385], [0.146, 0.501, -2.514], [-0.590, -1.088, -2.132], [-1.625, 0.299, -2.424], [-1.148, 2.104, -0.404], [0.572, 1.770, -0.977], [1.263, 2.307, 1.178], [-0.160, 1.952, 2.016], [-0.103, -0.188, 2.193], [1.647, -0.119, 1.757], [1.304, -0.686, -0.474], [-1.184, -2.269, -0.024], [0.517, -2.831, -0.011], [-0.316, -2.362, 1.442]]}

6.
{"formula": "C6H13N", "method": "ωB97M-V/def2-TZVPD", "multiplicity": 1, "max_force_ha_per_bohr": 0.074, "orbital_gap_ha": 0.36049, "charge": 0, "smiles": "C[C@H]1N(C)C1(C)C", "relative_energy_ev": 2.857, "lumo_ev": 1.10, "mol_weight_g_mol": 99.18, "species": ["C", "C", "N", "C", "C", "C", "C", "H", "H", "H", "H", "H", "H", "H", "H", "H", "H", "H", "H", "H"], "coordinates": [[0.095, -0.074, 2.207], [-0.454, 0.403, 0.888], [0.491, 0.927, -0.084], [0.182, 2.132, -0.830], [-0.130, -0.338, -0.358], [-1.068, -0.645, -1.512], [0.957, -1.668, -0.191], [0.152, 0.750, 2.922], [-0.541, -0.862, 2.629], [1.099, -0.480, 2.064], [-1.427, 0.907, 0.949], [0.763, 2.154, -1.759], [-0.883, 2.261, -1.084], [0.502, 2.987, -0.222], [-0.405, -1.520, -1.451], [-2.126, -0.873, -1.312], [-0.941, -0.088, -2.454], [1.959, -1.253, -0.082], [1.058, -2.437, -1.010], [0.716, -2.284, 0.690]]}